Cl3H2NP | ωB97M-V/def2-TZVPD

Last column: natural (NBO) charge in e.
Positions of all 7 atoms, in Å:
N  0.75792  0.59166  0.48039  -1.184
P  -0.44021  -0.31624  -0.24221  1.438
Cl  0.03369  0.02311  -2.08946  -0.079
Cl  -0.41235  -2.26719  0.01613  -0.068
Cl  -2.17654  0.35345  0.36694  -0.050
H  1.79791  0.51776  0.14002  0.486
H  0.43959  1.09745  1.32819  0.457

Output
Net charge: +1
HOMO-LUMO gap in eV: 11.2
E_HOMO in eV: -16.1
Lowest unoccupied orbital energy in eV: -4.89
Structure (SMILES): [NH2+]=P(Cl)(Cl)Cl